1.
Density functional theory data (the ωB97M-V functional and the def2-TZVPD basis) for a molecular structure, C31H39BBr2F2N7O2SSiZr.

Summary:
HOMO energy	-0.383	Eh
charge	+1
E	-213498.0316	eV
Kohn-Sham gap	7.84	eV
energy relative to the best compared isomer or geometry (same formula, charge and spin)	276.0	kJ/mol

```
87
Properties=species:S:1:pos:R:3:mulliken_charge:R:1
Zr -0.261 -0.509 -0.688 -0.24
N -2.432 0.051 -2.252 -0.33
N -2.649 1.243 -2.937 -0.66
C -1.659 2.133 -3.110 0.84
N -1.963 3.222 -3.831 -0.47
S -0.108 1.919 -2.493 -0.40
H -2.525 -0.747 -2.868 0.45
H -3.062 -0.027 -1.463 0.45
H -3.560 1.410 -3.339 0.20
H -2.900 3.414 -4.146 0.19
H -1.277 3.952 -3.896 0.23
C 0.244 -1.209 -4.681 -1.18
C -0.120 -2.420 -3.879 0.61
C -0.006 -3.695 -4.489 -1.23
C -0.454 -4.808 -3.845 -1.05
C -1.067 -4.672 -2.578 0.41
C -1.633 -5.733 -1.819 -0.08
Br -1.569 -7.498 -2.474 -0.20
C -2.229 -5.491 -0.615 -0.28
C -2.290 -4.177 -0.091 -0.03
Br -3.115 -3.898 1.568 -0.12
C -1.744 -3.132 -0.787 0.11
O -1.735 -1.873 -0.367 -0.62
C -1.123 -3.380 -2.041 0.12
N -0.614 -2.271 -2.667 1.01
H 1.211 -1.334 -5.170 0.40
H 0.245 -0.305 -4.078 -0.27
H -0.491 -1.086 -5.481 0.49
H 0.430 -3.762 -5.476 0.55
H -0.372 -5.788 -4.295 0.39
H -2.660 -6.301 -0.046 0.46
C -1.588 0.939 0.421 -0.68
Si -0.884 1.680 1.957 -0.62
C 0.752 2.320 1.282 -1.19
N 1.520 1.224 0.622 0.79
C 2.540 1.853 -0.273 -0.32
C 3.786 2.300 0.476 -0.97
C 4.540 1.052 0.965 -0.87
C 3.558 -0.102 1.206 -0.65
C 2.229 0.443 1.692 -0.72
C -0.631 0.414 3.304 0.45
C 0.050 0.795 4.469 -0.12
C 0.287 -0.107 5.492 -0.83
C -0.161 -1.418 5.372 -0.61
C -0.844 -1.814 4.235 -0.44
C -1.079 -0.899 3.213 0.04
C -1.848 3.132 2.646 0.58
C -1.858 4.364 1.986 -0.34
C -2.590 5.438 2.470 -0.73
C -3.338 5.295 3.631 -0.45
C -3.348 4.081 4.299 -0.72
C -2.608 3.013 3.810 -0.22
H -1.801 1.821 -0.196 0.35
H -2.531 0.418 0.625 0.78
H 1.378 2.862 1.999 0.42
H 0.467 3.039 0.506 0.65
H 2.046 2.666 -0.804 0.69
H 2.853 1.126 -1.019 -0.31
H 3.520 2.948 1.312 0.28
H 4.413 2.904 -0.183 0.43
H 5.071 1.278 1.891 0.37
H 5.301 0.755 0.240 0.36
H 3.951 -0.794 1.952 0.64
H 3.398 -0.696 0.301 -0.21
H 2.398 1.093 2.559 0.55
H 1.565 -0.343 2.048 -0.15
H 0.398 1.818 4.583 0.50
H 0.816 0.206 6.383 0.42
H 0.026 -2.126 6.170 0.39
H -1.187 -2.834 4.130 0.41
H -1.604 -1.244 2.329 0.06
H -1.285 4.504 1.075 0.30
H -2.576 6.385 1.947 0.41
H -3.908 6.131 4.015 0.39
H -3.929 3.965 5.205 0.40
H -2.618 2.076 4.356 0.35
F 1.504 -2.901 -0.364 -0.29
B 0.782 -2.256 0.639 1.65
F 0.661 -3.060 1.684 -0.11
N 3.138 0.118 -3.404 -0.21
C 2.597 -0.777 -2.558 -0.27
N 3.161 -1.979 -2.420 -0.22
O 1.578 -0.454 -1.908 -0.02
H 3.996 -0.048 -3.899 0.18
H 2.685 1.014 -3.480 0.26
H 3.992 -2.246 -2.915 0.15
H 2.743 -2.600 -1.741 0.25
```


2.
Density functional theory data (the ωB97M-V functional and the def2-TZVPD basis) for 3 unconnected molecules or ions with the total composition C31H39BF6INO15P2S.

Summary:
HOMO energy	-0.319	Eh
SMILES	CC(=O)OCCCCCCN1c2c(CC(=O)I)cc(P(C)O)c(F)c2Sc2cc(C(F)(F)C(F)(F)F)c(P(=O)(O)O)c(B(O)O)c21.COC(=O)OC.COC(=O)OC
E	-119479.4979	eV
Kohn-Sham gap	7.96	eV

```
97
Properties=species:S:1:pos:R:3:mulliken_charge:R:1
C 8.659 0.255 1.903 -0.87
C 7.734 -0.298 3.042 0.70
O 7.011 -1.231 2.795 -0.50
O 7.672 0.238 4.329 -0.39
C 7.013 1.526 4.325 -0.70
C 5.756 1.628 3.384 -0.14
C 4.685 2.651 3.959 -1.00
C 3.839 3.361 2.843 -0.73
C 3.270 2.343 1.739 0.19
C 1.908 2.948 1.251 -0.96
N 1.191 2.163 0.190 1.62
C 2.066 1.636 -0.831 -1.10
C 2.314 2.474 -2.018 0.04
C 1.654 3.875 -2.167 -0.22
C 2.739 4.989 -1.973 -0.06
O 3.330 5.148 -0.955 -0.40
I 3.222 6.309 -3.648 -0.02
C 3.169 1.969 -3.096 -0.69
C 3.788 0.650 -3.049 0.04
P 4.826 0.047 -4.477 0.12
C 4.671 -1.819 -4.651 -0.91
O 4.000 0.640 -5.858 -0.49
C 3.557 -0.201 -1.875 0.10
F 4.109 -1.455 -1.769 -0.39
C 2.710 0.317 -0.823 1.29
S 2.357 -0.741 0.635 -0.23
C 0.644 -0.215 1.003 0.70
C -0.324 -1.168 1.524 -1.16
C -1.704 -0.759 1.780 0.22
C -2.713 -1.821 2.298 0.56
F -3.275 -1.533 3.518 -0.28
F -1.965 -2.990 2.515 -0.32
C -3.810 -2.262 1.207 0.73
F -3.390 -3.441 0.630 -0.31
F -5.034 -2.484 1.747 -0.28
F -3.889 -1.369 0.162 -0.25
C -2.120 0.630 1.529 -0.01
P -3.810 1.326 1.776 1.37
O -3.715 2.357 2.853 -0.78
O -4.945 0.241 2.255 -0.41
O -4.418 2.054 0.398 -0.57
C -1.101 1.584 1.017 -0.38
B -1.416 3.154 0.731 0.97
O -1.613 4.025 1.796 -0.60
O -1.457 3.699 -0.569 -0.77
C 0.281 1.178 0.726 -1.15
H 9.466 0.882 2.354 0.31
H 7.995 0.855 1.222 0.23
H 9.027 -0.615 1.314 0.33
H 7.753 2.299 3.952 0.28
H 6.790 1.794 5.386 0.40
H 6.102 2.062 2.405 0.21
H 5.213 0.654 3.247 0.37
H 5.279 3.449 4.500 0.46
H 4.031 2.192 4.755 0.29
H 4.331 4.249 2.372 0.27
H 2.913 3.763 3.357 0.40
H 3.148 1.371 2.293 0.06
H 4.048 2.285 0.935 0.27
H 1.227 2.962 2.149 0.64
H 2.074 3.985 0.841 0.06
H 1.176 3.959 -3.178 0.62
H 0.854 4.031 -1.392 -0.24
H 3.329 2.599 -4.006 0.43
H 3.647 -2.193 -4.343 0.32
H 5.400 -2.367 -3.996 0.30
H 4.776 -2.124 -5.730 0.32
H 3.091 0.285 -5.756 0.32
H 0.048 -2.208 1.691 0.42
H -5.376 0.516 3.084 0.31
H -3.985 1.690 -0.398 0.36
H -2.058 4.839 1.503 0.30
H -1.105 3.026 -1.183 0.34
C -10.786 -0.463 -1.577 -0.63
O -9.809 -1.464 -1.292 -0.33
C -9.210 -1.323 -0.103 0.76
O -9.428 -0.452 0.700 -0.54
O -8.326 -2.317 0.037 -0.32
C -7.605 -2.292 1.270 -0.36
H -11.201 -0.679 -2.559 0.22
H -11.593 -0.493 -0.844 0.29
H -10.327 0.526 -1.603 0.29
H -8.288 -2.394 2.116 0.35
H -7.022 -1.376 1.356 0.13
H -6.928 -3.137 1.272 0.17
C -2.049 -7.611 -4.331 -0.62
O -2.788 -6.391 -4.384 -0.34
C -3.013 -5.833 -3.188 0.74
O -2.651 -6.269 -2.126 -0.54
O -3.708 -4.707 -3.380 -0.35
C -4.021 -4.001 -2.179 -0.54
H -1.930 -7.967 -5.353 0.22
H -1.060 -7.443 -3.904 0.29
H -2.592 -8.365 -3.761 0.29
H -3.112 -3.691 -1.667 0.23
H -4.642 -4.613 -1.524 0.32
H -4.584 -3.111 -2.456 0.29
```


3.
Density functional theory data (the ωB97M-V functional and the def2-TZVPD basis) for a molecular structure, C31H39Br4N4OSSeSiW.

Summary:
HOMO energy (spin up / spin down)	-0.371 / -0.395	Eh
charge	+1
E	-406841.0480	eV
expectation value of S²	2.031
spin multiplicity	3
Kohn-Sham gap (spin up / spin down)	6.15 / 6.99	eV
energy relative to the best compared isomer or geometry (same formula, charge and spin)	15.4	kJ/mol

```
83
Properties=species:S:1:pos:R:3:mulliken_spin:R:1
W -0.180 -0.304 0.450 1.09
Br 0.014 -0.095 2.888 0.03
C 4.183 -0.698 3.688 0.86
Br 3.902 -1.292 1.964 0.09
H 3.585 -1.133 4.471 0.02
H 4.977 0.008 3.851 0.02
Br -4.340 -2.800 -0.993 0.00
C -4.276 -0.997 -0.449 0.01
C -5.451 -0.219 -0.437 -0.01
C -5.414 1.077 -0.014 0.01
Br -7.014 2.075 0.016 0.00
C -4.199 1.672 0.415 -0.01
C -4.054 2.977 0.938 0.01
C -2.831 3.381 1.387 -0.01
C -1.724 2.524 1.273 0.01
N -1.802 1.334 0.722 -0.03
C -3.039 0.885 0.352 0.00
C -3.079 -0.464 -0.058 0.01
O -1.945 -1.157 0.003 0.03
H -6.384 -0.665 -0.752 0.00
H -4.916 3.626 1.006 0.00
H -2.689 4.357 1.830 0.00
H -0.757 2.830 1.646 0.01
C -0.914 -3.512 -3.412 0.00
N -1.112 -2.273 -2.678 0.00
C -0.644 -1.104 -3.107 -0.01
S -0.647 0.311 -2.129 -0.02
N -0.161 -1.040 -4.352 0.00
C 0.423 0.118 -5.017 0.00
H -1.310 -4.341 -2.835 0.00
H 0.151 -3.692 -3.577 0.00
H -1.445 -3.498 -4.367 0.00
H -1.531 -2.279 -1.757 0.01
H -0.240 -1.872 -4.913 0.00
H 0.456 0.955 -4.329 0.00
H -0.179 0.394 -5.882 0.00
H 1.435 -0.116 -5.343 0.00
C 0.622 6.950 2.175 0.00
C 0.904 5.577 1.627 0.00
C 1.558 4.620 2.392 0.00
C 1.825 3.343 1.907 0.02
C 2.588 2.363 2.752 0.03
C 1.387 3.030 0.618 0.03
Se 1.673 1.247 -0.043 -0.09
C 0.783 3.986 -0.210 0.00
C 0.352 3.717 -1.627 -0.01
C 0.542 5.247 0.327 0.00
H 1.047 7.074 3.170 0.00
H -0.453 7.131 2.242 0.00
H 1.041 7.720 1.527 0.00
H 1.886 4.875 3.394 0.00
H 2.832 2.799 3.720 -0.01
H 3.521 2.077 2.261 0.00
H 2.023 1.447 2.920 -0.04
H 0.846 2.846 -2.048 0.00
H 0.575 4.579 -2.256 0.00
H -0.727 3.545 -1.682 0.00
H 0.063 5.995 -0.299 0.00
C -0.576 -4.795 0.239 0.00
Si -0.092 -3.400 1.382 0.03
C -1.629 -2.995 2.357 0.01
C 1.189 -3.831 2.667 0.00
N 0.624 -2.048 0.297 -0.11
C 1.713 -2.460 -0.553 -0.01
C 2.163 -1.636 -1.589 -0.01
C 3.206 -2.020 -2.416 0.01
C 3.833 -3.245 -2.243 -0.01
C 3.393 -4.077 -1.227 0.01
C 2.349 -3.694 -0.396 -0.01
H -1.385 -5.352 0.718 0.00
H 0.224 -5.494 0.002 0.00
H -0.987 -4.414 -0.695 0.00
H -2.026 -3.982 2.623 0.00
H -2.416 -2.465 1.832 0.00
H -1.397 -2.480 3.285 0.00
H 0.991 -4.844 3.031 0.00
H 1.064 -3.152 3.513 0.00
H 2.226 -3.770 2.350 0.00
H 1.689 -0.687 -1.777 0.01
H 3.531 -1.346 -3.200 0.00
H 4.652 -3.541 -2.883 0.00
H 3.866 -5.037 -1.065 0.00
H 2.060 -4.378 0.384 0.00
```


4.
Density functional theory data (the ωB97M-V functional and the def2-TZVPD basis) for a molecular structure, C31H39F18GeN2O6S2Si3Ti.

Summary:
HOMO energy (spin up / spin down)	-0.180 / -0.180	Eh
charge	-1
E	-221904.3618	eV
Kohn-Sham gap (spin up / spin down)	6.58 / 6.58	eV
energy relative to the best compared isomer or geometry (same formula, charge and spin)	68.1	kJ/mol

```
103
Properties=species:S:1:pos:R:3:mulliken_charge:R:1
Ti 0.261 -0.088 -0.160 -1.01
C -5.053 -4.486 2.209 -1.57
C -3.948 -3.774 1.474 0.36
C -3.343 -4.318 0.345 -1.15
C -2.334 -3.653 -0.313 -0.14
C -1.871 -2.385 0.092 0.17
N -0.884 -1.738 -0.644 1.05
C -0.874 -2.008 -2.029 -0.28
C -2.094 -2.103 -2.723 0.44
C -2.158 -2.396 -4.067 -1.39
C -1.000 -2.605 -4.809 0.77
C -1.044 -2.965 -6.271 -1.62
C 0.207 -2.444 -4.153 -0.69
C 0.289 -2.109 -2.801 -2.15
C 1.646 -1.866 -2.153 2.44
O 1.569 -1.218 -0.941 -0.80
C 2.374 -3.228 -1.939 0.62
F 1.489 -4.204 -1.686 -0.26
F 3.226 -3.189 -0.913 -0.10
F 3.070 -3.594 -3.036 -0.30
C 2.509 -0.903 -3.028 -0.08
F 2.799 -1.325 -4.266 -0.29
F 1.844 0.254 -3.154 -0.17
F 3.678 -0.652 -2.426 -0.19
C -2.420 -1.883 1.283 -0.71
C -3.445 -2.571 1.932 -0.97
C -1.778 -0.680 1.956 1.72
O -1.094 0.143 1.085 0.74
C -0.730 -1.235 2.960 0.48
F -0.197 -0.268 3.713 -0.32
F 0.269 -1.801 2.252 -0.06
F -1.217 -2.167 3.786 -0.33
C -2.800 0.229 2.695 0.07
F -3.880 0.435 1.937 -0.26
F -3.215 -0.313 3.863 -0.29
F -2.278 1.418 2.989 -0.11
H -5.494 -5.268 1.590 0.39
H -5.847 -3.794 2.494 0.38
H -4.684 -4.955 3.124 0.29
H -3.661 -5.288 -0.024 0.34
H -1.881 -4.114 -1.179 0.62
H -3.008 -1.943 -2.170 0.59
H -3.128 -2.457 -4.548 0.29
H -2.071 -3.002 -6.632 0.37
H -0.591 -3.942 -6.452 0.34
H -0.500 -2.236 -6.875 0.34
H 1.116 -2.588 -4.717 0.65
H -3.858 -2.161 2.843 0.58
F -2.321 1.002 -4.305 -0.16
C -2.025 2.035 -3.518 0.48
F -2.945 2.985 -3.685 -0.22
F -0.839 2.517 -3.867 -0.21
S -2.021 1.480 -1.747 1.09
O -0.628 0.969 -1.658 -0.38
O -3.091 0.550 -1.638 -0.72
N -2.225 2.735 -0.882 -0.58
S -0.987 3.609 -0.410 0.93
O -0.052 2.850 0.384 -0.88
O -0.483 4.478 -1.431 -0.76
C -1.882 4.680 0.788 0.49
F -0.987 5.436 1.424 -0.22
F -2.746 5.475 0.154 -0.23
F -2.545 3.955 1.678 -0.18
C 2.334 0.501 4.821 -1.41
Si 2.142 1.782 3.435 0.94
C 3.519 3.027 3.806 -1.38
C 0.521 2.721 3.659 -0.45
Ge 2.376 0.844 1.233 0.64
Si 4.186 -0.684 1.587 1.54
C 3.546 -2.362 2.155 -1.09
C 5.380 -0.973 0.161 -1.18
C 5.316 -0.054 2.964 -1.22
Si 3.297 2.763 0.091 1.02
C 5.126 2.887 0.540 -1.16
C 2.531 4.420 0.579 -1.12
C 3.227 2.694 -1.783 -1.12
H 1.549 0.637 5.568 0.53
H 3.295 0.636 5.321 0.48
H 2.276 -0.528 4.468 0.16
H 3.360 3.403 4.823 0.39
H 3.515 3.882 3.132 0.30
H 4.507 2.565 3.775 0.29
H 0.054 2.471 4.615 0.54
H -0.186 2.492 2.867 -0.62
H 0.705 3.798 3.647 0.46
H 2.656 -2.667 1.605 -0.05
H 3.299 -2.337 3.219 0.41
H 4.314 -3.126 2.006 0.46
H 4.971 -1.624 -0.603 0.25
H 6.273 -1.454 0.573 0.45
H 5.694 -0.044 -0.317 0.23
H 4.794 0.088 3.909 0.18
H 5.800 0.886 2.691 0.28
H 6.102 -0.799 3.123 0.42
H 5.262 3.071 1.606 0.26
H 5.574 3.725 -0.005 0.41
H 5.677 1.983 0.278 0.17
H 1.983 4.398 1.517 0.08
H 1.846 4.749 -0.199 0.37
H 3.327 5.168 0.665 0.50
H 3.812 1.867 -2.187 0.20
H 3.632 3.628 -2.182 0.49
H 2.200 2.601 -2.144 0.10
```